1.
Here is a cluster of 2 separate species, C9H14 in total at a distorted geometry from OMol25. Energies are from ωB97M-V with the def2-TZVPD basis set.

Calculated values
* relative energy (zero: lowest compared OMol25 entry of this formula, charge and spin): 184.7 kJ/mol
* 2S+1: 1
* net charge: 0
* calculated total energy: -351.2598 Ha
* LUMO level: 1.0 eV

Element x y z (Å)
C1 -3.660 0.271 -2.080
C2 -2.981 0.044 -0.762
H1 -3.562 1.394 -2.440
H2 -3.568 -0.496 -2.863
H3 -4.649 0.342 -1.767
H4 -3.788 0.086 0.057
H5 -2.582 -0.990 -0.708
H6 -2.318 0.857 -0.536
C3 3.727 1.177 0.819
C4 -0.003 -0.142 1.318
C5 -0.002 -1.285 0.534
C6 1.179 0.710 1.503
C7 2.340 0.378 0.850
C8 1.337 -1.730 0.110
C9 2.440 -0.882 0.165
H7 -0.886 0.290 1.823
H8 -0.937 -1.776 0.234
H9 1.189 1.600 2.076
H10 1.368 -2.599 -0.507
H11 4.542 0.661 0.283
H12 4.129 1.171 1.802
H13 3.248 -1.249 -0.470
H14 3.437 2.164 0.558

2.
Here is a cluster of 2 separate species, C9H14 in total at a distorted geometry from OMol25. Energies are from ωB97M-V with the def2-TZVPD basis set.

Calculated values
* relative energy (zero: lowest compared OMol25 entry of this formula, charge and spin): 34.6 kJ/mol
* 2S+1: 1
* net charge: 0
* calculated total energy: -351.3170 Ha
* LUMO level: 1.0 eV

Element x y z (Å)
C1 -2.201 1.033 1.923
C2 -3.540 1.699 1.613
H1 -1.657 0.706 1.046
H2 -1.579 1.737 2.474
H3 -2.301 0.186 2.608
H4 -3.331 2.632 1.096
H5 -4.294 1.072 1.138
H6 -3.978 2.010 2.564
C3 3.401 -0.421 -0.119
C4 1.066 -1.198 0.325
C5 1.941 -0.470 -0.475
C6 -0.260 -1.356 -0.017
C7 1.382 0.256 -1.518
C8 -0.846 -0.587 -1.023
C9 0.006 0.233 -1.737
H7 1.441 -1.762 1.167
H8 -0.914 -1.956 0.605
H9 3.731 0.616 -0.091
H10 4.065 -0.871 -0.856
H11 2.019 0.698 -2.273
H12 -1.909 -0.550 -1.230
H13 -0.360 0.859 -2.547
H14 3.552 -0.863 0.856

3.
Here is a cluster of 2 separate species, C9H14 in total at a distorted geometry from OMol25. Energies are from ωB97M-V with the def2-TZVPD basis set.

Calculated values
* relative energy (zero: lowest compared OMol25 entry of this formula, charge and spin): 220.6 kJ/mol
* 2S+1: 1
* net charge: 0
* calculated total energy: -351.2462 Ha
* LUMO level: 1.0 eV

Element x y z (Å)
C1 0.586 -2.065 0.702
C2 1.038 0.477 0.614
C3 0.324 -0.629 1.185
C4 1.165 1.722 1.268
C5 -0.541 -0.474 2.326
C6 0.410 1.727 2.540
C7 -0.521 0.761 2.905
H1 1.520 0.320 -0.424
H2 1.603 2.560 0.882
H3 -0.025 -2.359 -0.202
H4 0.541 -2.796 1.565
H5 -1.268 -1.154 2.622
H6 0.497 2.593 3.266
H7 -1.098 0.966 3.759
H8 1.572 -2.118 0.445
C8 -0.849 0.499 -2.331
C9 -0.571 -0.314 -3.572
H9 -1.765 1.142 -2.496
H10 -1.161 -0.031 -1.352
H11 0.174 0.925 -1.932
H12 -0.513 0.300 -4.386
H13 0.182 -1.042 -3.382
H14 -1.300 -1.011 -4.001